Density functional theory data (ωB97M-V/def2-TZVPD) for a molecular structure, C23H24AsOReS6Sb.

The geometry in XYZ format:
```
57
Properties=species:S:1:pos:R:3:forces:R:3
Re 1.13421 0.51774 0.70897 -0.1 0.3 0.3
S 1.20717 0.31548 2.87996 0.0 -0.2 -0.1
C 1.21420 1.90505 3.64420 0.0 0.1 -0.1
C 1.17770 2.02512 5.02875 0.0 0.0 -0.1
C 1.16632 3.29049 5.58830 0.0 0.0 0.0
C 1.19735 4.41929 4.77227 0.0 0.0 0.1
C 1.24305 4.29660 3.39556 0.0 0.0 -0.1
C 1.25157 3.02623 2.82612 0.0 -0.1 0.1
S 1.32045 2.77596 1.09182 0.0 -0.1 0.0
H 1.15262 1.14014 5.65091 0.0 0.0 0.0
H 1.13478 3.40298 6.66296 0.0 0.0 0.0
H 1.18770 5.40380 5.21962 0.0 0.0 0.0
H 1.26975 5.17291 2.76177 0.0 0.0 0.0
S -0.97158 -3.23962 -2.68162 -0.1 0.0 0.0
Sb -0.66142 -3.24456 -0.29756 0.1 -0.1 0.2
S -2.33944 -2.09139 -1.52775 0.0 0.0 -0.1
S 1.18962 -1.65991 -0.27594 0.0 -0.1 0.0
S -4.35941 -3.51014 2.15107 0.0 0.0 0.0
C 2.98558 -0.20567 -3.04945 -0.1 0.0 0.1
As 3.57550 0.97059 -1.66164 0.0 0.1 -0.1
C 3.06643 2.77328 -2.05487 0.0 -0.1 0.0
C 5.46266 0.81227 -1.41457 -0.1 0.0 0.0
O 2.92899 0.56359 -0.14461 0.0 0.0 -0.2
H 3.43688 0.12167 -3.98632 0.0 0.0 0.0
H 1.89837 -0.16343 -3.11662 0.1 0.0 0.0
H 3.28728 -1.22277 -2.81196 0.0 0.0 0.0
H 3.56623 3.09025 -2.97007 0.0 0.0 0.0
H 3.35462 3.41581 -1.22456 0.0 -0.1 0.0
H 1.98555 2.80893 -2.19265 0.0 0.0 0.0
H 5.97919 1.08102 -2.33480 0.0 0.0 0.0
H 5.68836 -0.21888 -1.14818 0.0 0.0 0.0
H 5.76816 1.47453 -0.60693 0.0 0.0 0.0
C -3.45527 -2.71157 3.52958 -0.2 0.0 0.1
C -4.38586 -1.79539 2.81092 -0.1 -0.1 0.1
C -3.79682 -0.77720 1.95101 0.2 0.1 -0.1
C -2.46164 -0.67955 1.73219 -0.2 0.0 0.0
C -1.56666 -1.57611 2.45509 -0.1 -0.1 0.1
C -2.02570 -2.49083 3.32116 0.2 0.1 -0.1
C -2.03516 0.26849 0.70855 0.3 0.1 -0.2
C -0.82828 0.65508 0.22998 -0.3 0.0 0.0
C -0.79004 1.46482 -1.03272 0.1 -0.1 0.0
C -0.36437 0.89090 -2.23436 -0.2 0.0 0.1
C -0.35068 1.64395 -3.40442 0.0 0.0 0.0
C -0.75559 2.96710 -3.38527 0.0 0.0 0.0
C -1.19006 3.54066 -2.19327 0.0 0.1 0.0
C -1.19504 2.80290 -1.02645 0.0 0.0 0.1
H -3.76403 -3.08644 4.49673 0.0 0.0 0.0
H -5.33051 -1.55584 3.28075 0.0 0.0 0.0
H -4.47501 -0.08752 1.46350 0.0 0.0 0.0
H -0.50784 -1.49396 2.30055 0.2 0.0 0.0
H -1.33483 -3.09897 3.89094 0.0 0.0 0.0
H -2.87938 0.67695 0.15493 0.0 0.0 0.0
H -0.12621 -0.16448 -2.25862 0.0 0.0 0.0
H -0.05560 1.17906 -4.33710 0.0 0.0 0.0
H -0.75662 3.55034 -4.29638 0.0 0.0 0.0
H -1.52892 4.56787 -2.18252 0.0 0.0 0.0
H -1.51717 3.25261 -0.09503 0.0 0.0 0.0
```
Positions in Å, forces in eV/Å.

Energy relative to the best compared isomer or geometry (same formula, charge and spin) ... 0.0 kcal/mol
Total charge ... +1
Gap between HOMO and LUMO (alpha / beta) ... 5.36 / 5.49 eV
HOMO (alpha / beta) ... -0.3733 / -0.3745 Eh
Electronic energy ... -160799.991 eV